C4H41N3O14 | ωB97M-V with the def2-TZVPD basis set

Positions of all 62 atoms, in Å:
H1 1.704 3.557 2.241
O1 -0.848 0.479 -3.917
H2 -2.301 -2.587 1.637
H3 0.713 -0.743 0.517
H4 0.552 -2.248 -3.106
H5 -1.309 0.518 -0.606
H6 -1.622 2.318 1.366
H7 2.602 0.961 -4.250
H8 -3.520 -0.081 3.541
O2 1.185 1.349 -2.348
H9 -4.634 -0.321 2.555
O3 0.810 -1.517 -3.662
C1 -2.379 -1.472 -0.295
N1 -1.704 -2.314 -1.280
H10 2.220 -4.006 2.426
H11 -2.127 -2.291 -2.202
H12 3.337 1.990 1.192
H13 -2.498 0.167 -1.703
O4 1.088 3.915 2.875
H14 -0.635 0.743 -4.822
H15 -2.883 0.681 -0.059
H16 -0.819 -0.513 -3.770
H17 -0.772 -1.866 -1.378
H18 -3.517 -1.733 -0.267
N2 -1.977 -0.621 2.093
H19 0.353 1.078 1.703
H20 1.538 0.588 -1.816
H21 -0.483 -1.247 3.455
O5 0.687 3.341 -0.725
H22 0.185 3.751 -1.447
O6 2.118 -3.171 1.965
O7 3.053 -3.411 -0.824
H23 1.324 -2.132 0.149
H24 3.266 -0.126 -3.310
O8 -3.344 2.472 2.034
O9 2.430 1.695 1.094
C2 -1.827 -1.727 1.110
H25 1.738 -1.515 -3.967
H26 -2.210 0.207 1.555
H27 -3.636 3.122 2.671
C3 -2.279 0.013 -0.676
H28 1.101 2.698 -1.431
O10 3.170 0.184 -4.206
N3 0.444 0.061 2.031
H29 -1.104 0.281 3.641
C4 -0.705 -0.359 2.817
H30 2.068 2.236 0.373
H31 1.188 0.142 2.714
H32 0.321 0.981 -2.660
H33 -3.774 1.582 2.231
O11 -4.285 0.363 3.138
H34 -0.734 -2.094 0.992
H35 2.588 -3.228 1.113
O12 -0.727 2.670 1.511
H36 4.008 -3.472 -0.815
H37 2.641 -0.816 -1.046
O13 1.105 -1.288 -0.271
H38 -0.216 2.939 0.747
H39 2.532 -4.049 -1.290
O14 3.305 -0.176 -1.374
H40 0.213 3.503 2.777
H41 3.281 0.537 -0.743

LUMO level: -0.06 eV
Maximum force: 0.0528 hartree/bohr
ΔE to the lowest compared entry with this formula, charge and spin: 97.5 kJ/mol

---

C4H41NO15 | ωB97M-V with the def2-TZVPD basis set

Positions of all 61 atoms, in Å:
H1 -0.726 2.889 -3.950
O1 0.879 -1.130 4.024
H2 -1.178 1.157 -0.902
O2 -0.285 1.192 3.581
C1 -1.220 0.974 -3.040
H3 -3.774 -0.768 2.149
H4 2.808 1.826 1.125
O3 2.788 1.785 -2.018
H5 -0.418 3.185 0.955
H6 -1.706 -3.176 1.817
H7 1.497 0.700 -2.067
O4 0.215 2.910 1.614
O5 2.033 0.464 1.860
C2 -0.584 1.815 -4.157
H8 -0.506 2.617 -1.644
O6 -3.447 2.116 1.407
H9 -4.114 2.023 0.716
H10 1.614 0.233 1.000
H11 2.186 0.201 -3.309
H12 2.226 -1.057 -1.536
H13 -0.317 -0.671 -0.257
H14 -0.884 -4.011 -0.164
O7 2.665 2.549 0.466
H15 2.622 -3.066 -0.199
H16 -0.647 -3.702 -1.610
H17 -1.923 0.843 3.250
H18 0.875 -1.208 -1.185
O8 1.929 -3.556 0.296
H19 -4.937 -1.023 1.227
H20 3.159 2.521 -2.498
H21 -3.002 -2.683 1.128
C3 0.729 0.848 -1.285
O9 0.403 -3.008 2.345
O10 -4.137 -1.438 1.552
H22 2.772 2.037 -1.051
H23 0.089 0.318 3.902
H24 1.805 -0.957 3.770
H25 1.756 2.773 0.806
O11 2.154 -1.993 -1.745
N1 0.621 -0.439 -0.554
O12 1.852 -0.072 -4.171
H26 -0.262 2.360 2.306
H27 -2.296 1.229 -2.996
H28 -3.602 3.016 1.719
H29 1.118 -2.952 1.664
O13 -0.331 -4.290 -0.920
H30 1.236 1.462 -0.542
H31 -0.002 1.876 4.205
H32 2.335 0.597 -4.668
H33 1.999 -1.994 -2.697
H34 0.523 1.656 -4.036
C4 -0.562 1.530 -1.754
O14 -2.098 -3.043 0.948
H35 -3.178 1.080 2.352
H36 -0.652 1.609 -5.225
H37 1.250 -3.756 -0.405
H38 1.352 0.889 2.398
H39 0.719 -1.810 3.244
O15 -2.809 0.462 3.065
H40 0.501 -3.830 2.821
H41 -1.115 -0.106 -3.124

LUMO level: -0.35 eV
Maximum force: 0.0612 hartree/bohr
ΔE to the lowest compared entry with this formula, charge and spin: 337.5 kJ/mol